Record 1
{"formula": "C5H14S", "method": "wB97M-V/def2-TZVPD", "homo_ha": -0.3084, "e_lumo_ev": 0.95, "max_force_ha_per_bohr": 0.034, "e_tot_ha": -597.05642, "homo_lumo_gap_ev": 9.34, "e_above_lowest_ev": 0.568, "symbols": ["C", "C", "S", "C", "H", "H", "H", "H", "H", "H", "H", "H", "C", "C", "H", "H", "H", "H", "H", "H"], "xyz": [[2.022531, 0.508100, -0.705429], [0.960664, 1.531717, -0.445618], [-0.739207, 1.141948, -0.925607], [-0.483002, 0.075817, -2.363876], [2.279871, 0.408238, -1.757273], [1.688761, -0.469504, -0.328116], [2.897530, 0.664308, -0.070449], [0.934942, 1.775346, 0.628571], [1.168839, 2.532286, -0.848910], [-0.299138, 0.632991, -3.283451], [0.320801, -0.644084, -2.229892], [-1.383932, -0.510509, -2.546791], [-0.501821, -0.808830, 2.188672], [-1.876584, -1.156898, 1.552525], [-0.387249, -1.385452, 3.100230], [0.331547, -0.965017, 1.502182], [-0.434524, 0.252488, 2.441558], [-2.259807, -2.150498, 1.764083], [-1.749449, -1.118309, 0.469278], [-2.490775, -0.314138, 1.858305]], "forces_ev_per_a": [[0.0, -1.0, 0.6], [-0.1, 1.6, 0.7], [0.0, -0.5, -0.1], [-0.1, -0.1, -0.5], [0.2, 0.0, 0.1], [-0.2, 0.1, -0.4], [0.2, 0.5, -0.4], [-0.3, -0.5, -0.1], [0.4, -0.4, -0.4], [0.1, 0.1, 0.1], [0.0, 0.1, 0.2], [-0.1, 0.1, 0.3], [-0.3, -0.3, -0.2], [1.3, 0.9, -0.5], [0.4, 0.0, 0.2], [0.0, -0.4, 0.1], [-0.2, -0.1, 0.1], [-0.1, 0.1, 0.5], [-0.3, 0.2, 0.1], [-0.8, -0.5, -0.2]], "nbo_charge": [-0.628, -0.538, 0.192, -0.757, 0.212, 0.210, 0.223, 0.223, 0.210, 0.210, 0.218, 0.232, -0.607, -0.618, 0.203, 0.195, 0.199, 0.202, 0.210, 0.209]}



Record 2
{"formula": "C29H49O23PS", "method": "wB97M-V/def2-TZVPD", "homo_ha": -0.3152, "e_lumo_ev": 0.32, "max_force_ha_per_bohr": 0.027, "e_tot_ha": -3604.51109, "homo_lumo_gap_ev": 8.90, "symbols": ["C", "C", "C", "O", "C", "O", "O", "H", "H", "H", "H", "H", "H", "C", "C", "C", "O", "C", "O", "O", "H", "H", "H", "H", "H", "H", "C", "C", "C", "O", "C", "O", "O", "H", "H", "H", "H", "H", "H", "C", "C", "C", "O", "C", "O", "O", "H", "H", "H", "H", "H", "H", "C", "C", "C", "O", "C", "O", "O", "H", "H", "H", "H", "H", "H", "C", "C", "C", "O", "C", "O", "O", "H", "H", "H", "H", "H", "H", "C", "C", "C", "O", "C", "O", "O", "H", "H", "H", "H", "H", "H", "C", "S", "O", "O", "P", "H", "H", "H", "H", "H", "H", "H"], "xyz": [[0.891912, -7.679752, -4.707716], [0.190571, -6.667895, -5.576942], [0.723092, -5.255142, -5.496295], [-0.444315, -4.478307, -5.826713], [-1.529834, -5.204595, -5.463707], [-2.640850, -4.776460, -5.424889], [-1.176065, -6.464385, -5.147930], [0.275772, -8.569880, -4.591240], [1.842211, -7.968042, -5.154905], [1.082731, -7.277271, -3.712243], [0.157086, -7.010406, -6.614432], [1.527742, -5.046418, -6.195553], [1.039697, -4.991384, -4.484479], [1.811552, -0.489209, 1.049560], [2.605970, -1.753619, 0.879738], [3.847985, -1.634622, 0.029645], [3.994218, -2.971598, -0.481923], [2.762105, -3.528867, -0.517769], [2.501597, -4.555177, -1.063155], [1.868745, -2.755914, 0.134566], [0.807525, -0.713032, 1.408067], [2.304548, 0.154042, 1.768377], [1.708288, 0.048379, 0.104235], [2.846430, -2.181689, 1.855237], [4.731325, -1.341018, 0.589358], [3.707585, -0.956763, -0.815609], [3.092875, 4.496762, 4.616577], [3.927650, 3.243941, 4.671164], [5.095703, 3.194470, 3.717765], [5.259041, 1.774527, 3.518546], [4.047915, 1.200908, 3.709826], [3.803590, 0.061284, 3.443757], [3.175535, 2.073980, 4.228244], [2.130715, 4.330006, 5.092168], [3.594419, 5.313194, 5.128240], [2.897806, 4.800496, 3.586851], [4.273986, 3.035910, 5.683503], [6.007010, 3.624685, 4.125140], [4.872217, 3.655189, 2.753015], [-2.538726, 5.302757, 3.872234], [-1.597386, 5.701006, 4.977859], [-1.807246, 7.087296, 5.542918], [-0.491386, 7.423572, 6.013758], [0.398138, 6.734923, 5.261343], [1.573160, 6.912801, 5.266131], [-0.235953, 5.810244, 4.503638], [-2.139050, 4.448548, 3.325049], [-3.509984, 5.038543, 4.279721], [-2.676730, 6.114887, 3.160515], [-1.603593, 4.952814, 5.775623], [-2.523137, 7.124599, 6.359109], [-2.094021, 7.806937, 4.773941], [-7.918790, 2.419816, 3.842956], [-7.811503, 3.863233, 3.421712], [-7.713254, 4.108736, 1.932353], [-6.990173, 5.347054, 1.879522], [-6.226983, 5.422217, 2.994033], [-5.371225, 6.225027, 3.177539], [-6.571183, 4.448573, 3.871513], [-7.680461, 2.314438, 4.900184], [-8.929172, 2.049592, 3.674075], [-7.220639, 1.795538, 3.284143], [-8.625344, 4.449183, 3.857118], [-8.675958, 4.210560, 1.439151], [-7.122881, 3.342699, 1.425069], [7.246818, -1.457762, 6.547338], [7.213639, -0.024031, 6.084522], [8.401044, 0.825481, 6.481950], [7.826621, 2.142181, 6.521696], [6.512492, 2.000278, 6.802012], [5.771297, 2.896469, 7.058030], [6.141397, 0.705984, 6.720066], [6.251721, -1.895854, 6.490394], [7.921872, -2.041444, 5.922819], [7.580347, -1.528770, 7.583563], [7.044645, 0.025456, 5.005588], [9.222313, 0.792349, 5.771572], [8.771282, 0.580920, 7.479794], [-4.419081, -4.901098, -7.992785], [-4.308334, -4.180563, -9.311593], [-5.567618, -3.499694, -9.798390], [-5.386910, -3.511466, -11.220977], [-4.596393, -4.572179, -11.524853], [-4.399394, -4.975536, -12.622359], [-4.067201, -5.102941, -10.394792], [-3.593872, -5.598760, -7.869965], [-4.399266, -4.196768, -7.164473], [-5.344062, -5.477741, -7.938515], [-3.472134, -3.475552, -9.291075], [-5.682530, -2.480320, -9.439535], [-6.465514, -4.074002, -9.559270], [1.084551, -1.365496, -4.228813], [-0.319944, -0.321647, -4.657019], [-0.120803, 0.213152, -5.990153], [-0.405573, 0.695488, -3.622959], [-2.198708, -1.607068, -4.622112], [1.855643, -1.166224, -4.962952], [0.842913, -2.424013, -4.266002], [1.378445, -1.109301, -3.219623], [-2.727032, -0.658428, -3.723543], [-2.304893, -1.343484, -6.004376], [-1.424422, -2.655200, -4.078102], [-3.375961, -2.424333, -4.594398]], "forces_ev_per_a": [[-0.1, 0.0, 0.2], [0.2, -0.2, 0.1], [0.1, 0.1, -0.1], [0.0, 0.0, 0.1], [0.0, -0.2, 0.1], [0.1, 0.1, 0.0], [0.0, 0.1, -0.1], [0.0, 0.0, -0.1], [0.0, 0.0, 0.0], [0.0, 0.0, 0.0], [-0.1, 0.0, 0.0], [-0.1, 0.1, -0.1], [0.0, -0.1, 0.0], [-0.3, 0.0, -0.4], [-0.1, 0.2, 0.1], [0.1, 0.0, 0.1], [0.0, 0.1, 0.0], [-0.1, 0.1, 0.0], [0.0, -0.1, -0.1], [0.1, -0.1, 0.0], [0.0, 0.0, 0.1], [0.0, 0.0, 0.1], [0.0, -0.1, 0.0], [0.0, 0.0, 0.0], [0.1, -0.2, 0.0], [-0.1, 0.0, 0.0], [0.0, -0.3, -0.3], [-0.1, 0.3, 0.0], [0.1, 0.0, 0.0], [0.0, 0.1, 0.0], [-0.1, 0.0, 0.1], [0.1, -0.1, 0.0], [0.2, 0.0, -0.1], [0.0, 0.0, 0.1], [0.0, 0.0, 0.1], [0.0, 0.0, 0.0], [-0.2, 0.0, -0.1], [0.1, -0.1, 0.0], [-0.1, 0.0, 0.0], [0.3, 0.0, -0.2], [-0.2, 0.0, -0.2], [0.0, 0.0, 0.1], [-0.1, 0.0, -0.1], [-0.1, 0.0, 0.0], [0.0, 0.2, 0.0], [0.0, 0.0, 0.1], [0.0, -0.1, 0.1], [0.0, 0.0, 0.0], [0.0, 0.0, 0.0], [0.1, 0.0, 0.0], [0.1, 0.0, 0.1], [0.0, -0.1, -0.1], [0.2, -0.1, 0.0], [0.0, -0.3, 0.0], [-0.1, 0.1, -0.1], [0.0, -0.1, 0.0], [0.0, 0.0, 0.0], [-0.1, 0.1, 0.0], [-0.1, 0.1, -0.1], [-0.1, 0.0, 0.0], [0.0, 0.0, 0.0], [0.0, 0.0, 0.0], [0.0, 0.1, 0.0], [0.0, 0.2, 0.0], [0.0, -0.1, 0.1], [-0.1, 0.0, 0.2], [0.1, -0.3, 0.0], [0.1, 0.0, -0.1], [0.0, -0.1, 0.1], [-0.1, -0.1, -0.1], [0.2, 0.1, 0.2], [0.1, 0.1, -0.1], [0.0, 0.0, -0.1], [0.0, 0.0, 0.0], [0.0, 0.0, 0.0], [0.0, 0.1, 0.0], [0.0, 0.2, -0.1], [0.0, -0.1, 0.0], [-0.2, -0.2, -0.2], [0.0, -0.1, 0.2], [0.0, 0.1, -0.1], [0.0, 0.0, 0.1], [0.0, 0.0, 0.1], [0.0, 0.0, -0.1], [0.0, 0.1, 0.0], [0.1, 0.1, 0.0], [0.0, 0.0, 0.0], [0.0, 0.0, 0.0], [0.0, 0.0, -0.1], [0.0, 0.1, -0.2], [0.0, 0.0, 0.1], [0.0, -0.1, -0.1], [0.6, 0.9, 0.1], [0.1, -0.5, -0.7], [-0.2, -0.1, 0.8], [-1.1, -0.8, 0.2], [0.2, 0.1, 0.0], [-0.2, -0.1, -0.1], [0.2, 0.1, 0.1], [0.2, 0.2, 0.0], [0.2, 0.1, 0.0], [0.1, 0.1, 0.0], [-0.1, 0.1, 0.0]], "mulliken_charge": [-1.411, 0.405, -0.411, -0.218, 0.592, -0.486, -0.365, 0.363, 0.378, 0.321, 0.282, 0.374, 0.185, -0.895, 0.609, -0.480, -0.351, 0.632, -0.579, -0.390, 0.361, -0.023, 0.324, 0.237, 0.258, 0.330, -1.621, 0.987, -0.612, -0.361, 0.613, -0.619, -0.347, 0.271, 0.425, 0.312, 0.244, 0.290, 0.392, -1.450, 0.597, -0.513, -0.336, 0.625, -0.506, -0.361, 0.393, 0.358, 0.329, 0.251, 0.309, 0.305, -1.411, 0.503, -0.526, -0.313, 0.650, -0.517, -0.332, 0.356, 0.383, 0.341, 0.280, 0.301, 0.301, -1.529, 0.742, -0.566, -0.330, 0.671, -0.602, -0.347, 0.378, 0.402, 0.346, 0.191, 0.313, 0.310, -1.297, 0.570, -0.510, -0.330, 0.628, -0.526, -0.359, 0.241, 0.364, 0.357, 0.228, 0.311, 0.321, -0.238, 1.001, -0.687, -0.686, 0.116, 0.396, -0.238, 0.110, 0.081, 0.087, -0.007, 0.054]}



Record 3
{"formula": "C16H45B3ClN7O7P2", "method": "wB97M-V/def2-TZVPD", "homo_ha": -0.3144, "e_lumo_ev": -0.14, "max_force_ha_per_bohr": 0.072, "e_tot_ha": -2764.32461, "homo_lumo_gap_ev": 8.41, "symbols": ["C", "B", "O", "B", "C", "C", "C", "Cl", "O", "B", "O", "N", "O", "O", "H", "H", "H", "H", "H", "H", "H", "H", "H", "O", "P", "N", "C", "C", "N", "C", "C", "N", "C", "C", "H", "H", "H", "H", "H", "H", "H", "H", "H", "H", "H", "H", "H", "H", "H", "H", "H", "H", "O", "P", "N", "C", "C", "N", "C", "C", "N", "C", "C", "H", "H", "H", "H", "H", "H", "H", "H", "H", "H", "H", "H", "H", "H", "H", "H", "H", "H"], "xyz": [[3.488365, -4.458311, 0.742323], [2.849995, -5.557295, -0.149964], [1.483967, -5.862065, -0.128299], [0.959607, -5.610130, -1.399386], [-0.150067, -4.543047, -1.649814], [0.520831, -3.165714, -1.398672], [-0.374924, -1.999975, -1.820695], [0.537603, -0.792539, -2.779872], [1.596584, -6.301021, -2.438564], [2.954468, -6.020672, -2.351475], [3.591324, -5.435803, -3.421130], [4.905177, -4.848410, -3.070249], [5.032692, -3.852427, -3.617831], [3.572562, -6.261563, -1.132027], [3.341904, -3.499491, 0.227594], [2.964510, -4.348614, 1.691890], [4.560196, -4.587592, 0.887066], [-0.469489, -4.569026, -2.693973], [-1.008291, -4.669955, -0.986858], [1.468961, -3.139997, -1.943151], [0.748067, -3.106637, -0.331996], [-0.768441, -1.480784, -0.950055], [-1.202112, -2.351657, -2.431880], [2.626451, -1.371619, 2.056823], [2.988359, 0.040824, 2.297251], [1.691886, 0.981890, 1.756083], [1.637711, 1.943519, 0.677919], [0.394657, 0.589017, 2.289746], [4.413701, 0.249538, 1.403195], [4.797541, 1.474954, 0.733075], [4.912444, -0.917615, 0.678207], [3.501642, 0.973734, 3.619208], [3.997400, 0.151951, 4.734581], [2.717833, 2.110019, 4.103224], [1.054737, 2.823718, 0.976676], [1.159609, 1.513479, -0.211193], [2.608908, 2.324099, 0.393478], [0.283741, 0.853588, 3.347871], [0.231898, -0.487406, 2.198933], [-0.401103, 1.094160, 1.742382], [4.294594, 1.596398, -0.232116], [5.873306, 1.465890, 0.541993], [4.599717, 2.346602, 1.359720], [4.374419, -1.094990, -0.262282], [4.835866, -1.813920, 1.285013], [5.967745, -0.759450, 0.446409], [3.190420, -0.363637, 5.265226], [4.542718, 0.771494, 5.446529], [4.691960, -0.599800, 4.354824], [1.697126, 1.864497, 4.405266], [2.688143, 2.901033, 3.356350], [3.232271, 2.517206, 4.974942], [-4.069734, 0.353776, -1.333171], [-4.462541, 1.776263, -1.286653], [-3.039327, 2.686703, -1.377862], [-2.447847, 3.576235, -0.405522], [-2.174170, 2.333146, -2.496163], [-5.282569, 1.920124, 0.191769], [-5.266681, 3.096366, 1.035552], [-5.407526, 0.704830, 0.994814], [-5.518853, 2.793032, -2.142153], [-6.509364, 2.044281, -2.931842], [-5.031593, 3.962976, -2.872764], [-2.065404, 4.476371, -0.901300], [-1.609944, 3.111984, 0.130762], [-3.165609, 3.922800, 0.325353], [-2.579837, 2.670435, -3.457012], [-2.027796, 1.252851, -2.555634], [-1.192950, 2.792131, -2.380145], [-4.361305, 3.157404, 1.649591], [-6.120841, 3.070304, 1.716571], [-5.367681, 4.008454, 0.444301], [-4.492240, 0.466213, 1.550782], [-5.654291, -0.148380, 0.372017], [-6.220276, 0.842910, 1.711036], [-6.068148, 1.569259, -3.813968], [-7.311451, 2.706875, -3.256960], [-6.958192, 1.265370, -2.312542], [-4.286811, 3.743415, -3.640890], [-4.627137, 4.703291, -2.185181], [-5.889070, 4.424134, -3.365104]], "forces_ev_per_a": [[-0.1, -0.1, 0.0], [0.0, -1.2, 0.4], [0.1, 1.5, -0.2], [-0.4, -1.4, 0.3], [0.2, 0.1, -0.2], [-0.2, -0.5, 0.2], [0.2, -0.2, 0.2], [-0.1, 0.1, 0.0], [0.2, 1.3, -0.4], [0.0, -1.3, 0.2], [-0.1, 0.1, 0.0], [0.0, -0.4, 0.3], [0.1, 0.3, -0.3], [0.2, 1.4, -0.3], [0.0, 0.0, 0.0], [0.1, 0.0, 0.0], [0.0, 0.0, 0.0], [-0.2, -0.2, 0.1], [0.0, 0.0, -0.1], [0.0, 0.2, 0.0], [0.2, 0.2, -0.1], [-0.1, 0.1, -0.1], [0.0, 0.2, -0.1], [-0.1, -0.5, 2.1], [0.7, 2.1, -2.9], [0.3, 0.0, 0.2], [-0.2, 0.1, -0.1], [-0.1, -0.3, 0.0], [-0.2, -0.5, -0.5], [0.3, 0.2, 0.4], [-0.1, -0.1, -0.1], [-0.9, -1.2, 1.2], [0.4, -0.1, -0.2], [0.0, 0.1, 0.0], [-0.1, -0.1, 0.1], [0.1, 0.1, 0.0], [0.1, -0.1, 0.0], [0.0, 0.0, 0.0], [0.0, 0.0, 0.0], [0.1, 0.0, 0.0], [0.1, 0.0, 0.0], [0.0, 0.0, 0.0], [-0.1, 0.0, 0.0], [0.0, 0.0, 0.0], [-0.1, 0.0, 0.0], [0.0, 0.1, 0.0], [0.0, 0.0, 0.0], [0.0, 0.1, 0.0], [0.0, 0.0, 0.0], [0.0, 0.0, 0.0], [-0.1, -0.1, -0.1], [0.0, 0.0, 0.0], [-0.9, -0.3, -1.9], [0.8, 1.9, 3.0], [-0.3, 0.0, 0.0], [0.1, 0.2, 0.0], [0.0, -0.3, -0.1], [0.4, -0.6, 0.3], [-0.4, 0.2, -0.2], [0.2, -0.1, 0.1], [0.2, -1.1, -1.5], [-0.2, -0.1, 0.3], [0.0, 0.1, 0.0], [0.0, -0.1, 0.0], [0.0, 0.0, 0.0], [0.0, -0.1, 0.0], [0.1, 0.0, 0.0], [0.0, 0.0, 0.0], [0.0, 0.1, 0.1], [-0.1, 0.0, 0.1], [0.0, 0.0, 0.0], [0.1, 0.0, -0.1], [0.0, 0.0, 0.0], [0.1, 0.0, -0.1], [0.0, 0.1, 0.0], [0.0, 0.0, 0.0], [0.0, 0.1, 0.0], [0.0, 0.0, 0.0], [0.0, 0.0, 0.0], [0.1, -0.1, 0.0], [0.0, 0.0, 0.0]], "mulliken_charge": [-0.796, 0.246, -0.302, 0.183, -0.838, -0.133, -0.396, -0.263, -0.388, 0.618, -0.210, 0.334, -0.264, -0.333, 0.157, 0.316, 0.345, 0.346, 0.318, 0.183, 0.190, 0.265, 0.405, -0.770, 0.075, 0.534, -0.769, -1.081, 0.273, -1.057, -1.009, 0.276, -1.045, -0.847, 0.325, 0.221, 0.234, 0.200, 0.254, 0.328, 0.382, 0.357, 0.284, 0.288, 0.237, 0.424, 0.345, 0.383, 0.299, 0.247, 0.218, 0.399, -0.852, 0.169, 0.574, -0.785, -1.118, 0.245, -1.049, -0.961, 0.252, -1.034, -0.849, 0.408, -0.034, 0.324, 0.234, 0.238, 0.406, 0.360, 0.376, 0.267, 0.258, 0.305, 0.368, 0.337, 0.385, 0.304, 0.251, 0.229, 0.403]}



Record 4
{"formula": "C3H5ClNOP", "method": "wB97M-V/def2-TZVPD", "homo_ha": -0.3469, "e_lumo_ev": 0.60, "max_force_ha_per_bohr": 0.071, "e_tot_ha": -1048.80522, "homo_lumo_gap_ev": 10.04, "e_above_lowest_ev": 1.722, "symbols": ["N", "C", "C", "C", "Cl", "O", "P", "H", "H", "H", "H", "H"], "xyz": [[-3.292571, -0.879359, 0.333111], [-2.221654, -0.729740, -0.032142], [-0.861455, -0.547537, -0.472424], [0.080892, -1.508167, 0.230830], [1.743230, -1.221453, -0.332339], [-0.491527, 0.915280, -0.125180], [0.915697, 1.592250, -0.651106], [-0.795857, -0.642714, -1.559263], [-0.184902, -2.537380, -0.009028], [0.062087, -1.348940, 1.309474], [0.358714, 2.861176, -0.456186], [1.566010, 1.638646, 0.595810]], "forces_ev_per_a": [[-0.6, -0.2, 0.2], [0.0, 0.2, 0.0], [1.7, 2.8, 0.1], [0.0, 0.0, 0.0], [0.1, -0.6, 0.1], [-1.7, -3.2, -0.2], [0.1, 0.5, -0.4], [0.0, -0.1, 0.1], [0.0, 0.1, 0.1], [-0.1, 0.0, -0.1], [0.1, 0.5, -0.1], [0.3, 0.0, 0.1]], "nbo_charge": [-0.257, 0.250, -0.017, -0.386, -0.019, -0.803, 0.656, 0.240, 0.237, 0.240, -0.069, -0.071]}